(1)
Here is a structure of composition C7H22N6O6V from OMol25. Energies are from the ωB97M-V functional and the def2-TZVPD basis.

```
42
Properties=species:S:1:pos:R:3
O 17.220 15.270 19.652
V 18.757 15.239 20.170
C 22.783 14.970 22.306
C 22.146 15.799 21.105
O 20.784 15.500 20.938
H 22.367 15.195 23.288
H 23.857 15.158 22.284
H 22.629 13.894 22.222
H 22.691 15.700 20.166
H 22.087 16.875 21.266
C 20.374 11.606 20.588
C 18.908 11.812 20.321
O 18.402 13.078 20.648
H 20.624 11.997 21.574
H 20.988 12.073 19.817
H 20.552 10.532 20.540
H 18.493 10.998 20.915
H 18.710 11.550 19.282
C 19.374 18.232 18.805
O 18.834 17.267 19.280
N 19.019 18.898 17.783
N 20.526 18.640 19.250
H 18.195 18.668 17.247
H 19.742 19.542 17.495
H 20.963 19.485 18.911
H 21.100 18.101 19.883
C 20.481 14.330 17.370
O 19.601 14.721 18.170
N 21.778 14.659 17.573
N 20.136 13.665 16.275
H 22.219 14.591 16.667
H 21.966 15.252 18.369
H 20.894 13.408 15.658
H 19.167 13.419 16.134
C 18.091 17.231 22.435
O 18.114 16.106 22.003
N 19.116 17.987 22.452
N 17.023 17.934 22.791
H 19.043 18.891 22.896
H 19.975 17.631 22.057
H 16.933 18.877 23.141
H 16.204 17.342 22.794
```

## Properties
Charge = 0
E = -2003.935575 Ha
HOMO level (alpha / beta) = -6.56 / -6.56 eV
2S+1 = 2
Energy above the lowest of the compared OMol25 structures with the same formula, charge and spin = 2.709 eV
LUMO level (alpha / beta) = 0.07 / 0.08 eV

Atom charges from the Löwdin analysis, given in e for atoms 1 to 8: O -0.33; V 1.05; C -0.06; C -0.40; O -0.40; H 0.06; H 0.05; H 0.06

(2)
Here is a cluster of 4 separate species, C19H38BIN4O3P in total from OMol25. Energies are from the ωB97M-V functional and the def2-TZVPD basis.

```
67
Properties=species:S:1:pos:R:3
C 3.687 -2.689 1.069
C 3.186 -1.854 -0.115
O 2.983 -0.477 0.195
C 1.745 -0.227 0.754
P 0.316 -0.425 -0.456
I 0.985 -0.599 -2.752
B -0.732 -1.966 0.156
O -1.220 -1.810 1.414
O -0.943 -3.066 -0.587
H 2.878 -3.247 1.545
H 4.354 -3.449 0.660
H 4.245 -2.116 1.805
H 3.951 -1.881 -0.887
H 2.308 -2.354 -0.544
H 1.559 -0.794 1.674
H 1.734 0.823 1.054
H -0.502 0.705 -0.245
H -1.048 -2.589 1.957
H -0.191 -3.684 -0.606
C 3.719 4.716 -2.743
C 2.394 5.087 -2.089
C 1.935 4.057 -1.045
C 1.748 2.751 -1.671
N 1.600 1.730 -2.179
H 3.644 3.778 -3.296
H 4.018 5.486 -3.451
H 4.510 4.613 -1.998
H 1.637 5.193 -2.864
H 2.494 6.059 -1.604
H 0.991 4.366 -0.593
H 2.675 3.961 -0.248
C -2.888 4.845 -5.171
C -2.330 3.676 -4.367
C -1.092 4.056 -3.544
C -0.012 4.517 -4.419
N 0.823 4.874 -5.114
H -2.167 5.206 -5.904
H -3.780 4.539 -5.715
H -3.159 5.676 -4.518
H -2.080 2.860 -5.048
H -3.102 3.304 -3.691
H -0.738 3.193 -2.978
H -1.335 4.852 -2.837
C -0.707 -7.685 1.378
C 0.502 -7.259 2.203
C 0.814 -5.762 2.075
C 1.114 -5.415 0.684
N 1.354 -5.143 -0.404
H -0.540 -7.528 0.311
H -0.909 -8.745 1.522
H -1.599 -7.128 1.671
H 1.371 -7.841 1.893
H 0.320 -7.490 3.253
H 1.676 -5.500 2.691
H -0.037 -5.166 2.411
C -2.550 0.658 3.265
C -3.934 0.271 3.774
C -4.408 1.156 4.932
C -3.488 1.043 6.066
N -2.759 0.953 6.942
H -1.791 0.537 4.041
H -2.263 0.026 2.429
H -2.533 1.697 2.928
H -3.920 -0.773 4.093
H -4.652 0.345 2.955
H -5.404 0.855 5.257
H -4.456 2.201 4.621
```

## Properties
Charge = +1
E = -1855.169269 Ha
HOMO level = -11.78 eV
2S+1 = 1
LUMO level = -3.76 eV

Atom charges from the Löwdin analysis, given in e for atoms 1 to 8: C -0.05; C -0.28; O -0.19; C -0.37; P 0.72; I 0.86; B -0.84; O 0.14

(3)
Here is a structure of composition CdFHO2P from OMol25. Energies are from the ωB97M-V functional and the def2-TZVPD basis.

```
6
Properties=species:S:1:pos:R:3
P -0.677 0.596 -0.021
F -1.019 2.181 -0.491
O -0.977 -0.982 0.253
O 0.874 0.721 0.216
Cd 1.978 -0.702 -0.581
H -0.179 -1.814 0.625
```

## Properties
Charge = -1
E = -760.041852 Ha
HOMO level = -2.34 eV
2S+1 = 1
LUMO level = 4.06 eV

And the Löwdin charges, in e, turn out to be: P 0.50; F -0.46; O -0.58; O -0.90; Cd 0.33; H 0.10

(4)
Here is a cluster of 2 separate species, C2H5NOS in total from OMol25. Energies are from the ωB97M-V functional and the def2-TZVPD basis.

```
10
Properties=species:S:1:pos:R:3
C -1.209 0.484 0.227
C 0.993 0.703 -0.126
N -1.509 -0.809 0.601
O -1.804 -0.290 -0.703
S 1.879 -0.788 0.435
H -1.750 1.220 0.695
H 1.228 1.655 0.445
H 1.033 0.652 -1.231
H -0.824 -1.571 0.458
H 1.964 -1.255 -0.801
```

## Properties
Charge = 0
E = -607.185007 Ha
HOMO level = -8.67 eV
2S+1 = 1
Energy above the lowest of the compared OMol25 structures with the same formula, charge and spin = 6.036 eV
LUMO level = 0.75 eV

Atom charges from the Löwdin analysis, given in e for atoms 1 to 8: C -0.24; C -0.42; N 0.01; O -0.06; S 0.65; H 0.08; H 0.04; H 0.02

(5)
Here is a cluster of 2 separate species, C5H14 in total from OMol25. Energies are from the ωB97M-V functional and the def2-TZVPD basis.

```
19
Properties=species:S:1:pos:R:3
C 2.091 -1.414 -1.309
C 1.327 -2.670 -0.854
H 2.963 -1.274 -0.660
H 2.541 -1.553 -2.284
H 1.462 -0.521 -1.330
H 0.778 -2.490 0.073
H 0.655 -3.003 -1.630
H 2.055 -3.444 -0.646
C -0.732 1.168 0.997
C -1.502 2.241 1.611
C -1.324 0.822 -0.442
H 0.372 1.231 0.837
H -0.685 0.312 1.703
H -2.304 1.958 2.307
H -2.104 0.108 -0.135
H -1.761 1.704 -0.901
H -0.556 0.365 -1.050
H -0.800 2.799 2.305
H -1.876 3.009 0.951
```

## Properties
Charge = +1
E = -198.475540 Ha
HOMO level (alpha / beta) = -14.88 / -14.88 eV
2S+1 = 2
Energy above the lowest of the compared OMol25 structures with the same formula, charge and spin = 0.311 eV
LUMO level (alpha / beta) = -3.22 / -10.58 eV

Atom charges from the Löwdin analysis, given in e for atoms 1 to 8: C -0.16; C -0.16; H 0.07; H 0.07; H 0.03; H 0.05; H 0.06; H 0.07